Arrangement a

Density functional theory data (ωB97M-V with the def2-TZVPD basis set) for a molecular structure, C15H60O15.

Atoms and positions in Å:
C 4.042 0.164 -0.661
O 2.941 0.939 -0.315
H 3.694 -0.820 -0.975
H 4.598 0.564 -1.509
H 4.704 -0.019 0.186
H 2.310 0.852 -1.033
C -2.385 2.630 -0.747
O -1.589 3.766 -0.788
H -3.268 2.847 -0.146
H -2.627 2.580 -1.809
H -1.866 1.760 -0.345
H -1.457 4.128 0.091
C 0.059 0.027 -0.197
O -0.400 -0.174 1.076
H -0.218 0.980 -0.648
H 1.137 -0.134 -0.189
H -0.363 -0.735 -0.851
H -0.313 0.586 1.656
C -0.498 -0.373 3.741
O -0.835 -1.727 4.046
H -0.735 -0.162 2.698
H -1.067 0.305 4.377
H 0.551 -0.189 3.970
H -0.305 -2.329 3.517
C 1.186 -2.691 0.621
O 2.119 -3.167 1.583
H 1.814 -2.305 -0.182
H 0.535 -3.510 0.316
H 0.547 -1.870 0.944
H 2.642 -2.428 1.900
C 3.383 -0.322 2.401
O 2.579 -1.055 1.462
H 4.280 -0.858 2.711
H 3.759 0.553 1.870
H 2.775 0.017 3.239
H 2.068 -0.408 0.969
C 0.655 -1.923 -1.929
O 1.557 -2.982 -2.276
H 0.162 -2.202 -0.997
H 1.180 -0.993 -1.712
H -0.107 -1.677 -2.669
H 2.155 -2.730 -2.983
C -2.173 -2.495 1.458
O -1.194 -2.080 0.497
H -2.994 -1.781 1.533
H -2.609 -3.457 1.190
H -1.667 -2.563 2.420
H -0.638 -1.351 0.781
C -2.733 -0.382 -0.103
O -3.722 0.617 -0.147
H -2.104 -0.260 -0.985
H -2.073 -0.339 0.764
H -3.275 -1.328 -0.073
H -4.007 0.700 -1.060
C 0.976 3.399 -1.480
O 1.654 2.898 -2.611
H 0.217 4.105 -1.817
H 0.579 2.567 -0.898
H 1.758 3.931 -0.939
H 2.087 3.618 -3.076
C 1.079 2.020 2.186
O -0.267 1.574 2.264
H 1.217 3.101 2.191
H 1.607 1.545 3.013
H 1.541 1.560 1.312
H -0.655 1.782 3.118
C -0.801 1.426 -2.808
O -1.900 1.738 -3.697
H -0.908 0.451 -2.332
H 0.091 1.406 -3.434
H -0.703 2.259 -2.112
H -2.737 1.645 -3.237
C -1.739 -3.589 -1.493
O -1.628 -2.191 -1.355
H -0.888 -4.055 -1.991
H -1.651 -4.163 -0.571
H -2.557 -3.910 -2.138
H -1.533 -2.036 -0.412
C 2.303 0.320 -3.170
O 1.734 0.776 -1.896
H 1.455 0.166 -3.837
H 2.947 1.130 -3.513
H 2.879 -0.592 -3.011
H 1.549 1.717 -1.950
C -2.749 0.844 2.480
O -3.888 1.318 1.733
H -2.706 -0.245 2.465
H -1.816 1.110 1.984
H -2.815 1.308 3.463
H -3.944 0.872 0.885

LUMO level: -0.00015 Ha
Kohn-Sham gap: 8.05 eV

Löwdin population analysis, charges in e, atoms 1 to 8:
1 C -0.140
2 O -0.152
3 H 0.088
4 H 0.088
5 H 0.079
6 H -0.275
7 C -0.155
8 O -0.115

***

Arrangement b

Density functional theory data (ωB97M-V with the def2-TZVPD basis set) for 15 unconnected molecules or ions with the total composition C15H60O15.

Atoms and positions in Å:
C 0.444 0.446 3.921
O 1.570 0.771 3.088
H -0.317 1.241 3.858
H -0.001 -0.512 3.648
H 0.778 0.429 4.958
H 1.361 0.431 2.198
C 2.637 0.790 -2.469
O 3.152 0.396 -3.748
H 1.546 0.773 -2.425
H 3.002 0.106 -1.700
H 3.028 1.781 -2.232
H 2.495 0.571 -4.424
C 4.267 1.107 1.120
O 4.359 2.126 0.138
H 5.103 1.154 1.829
H 3.343 1.241 1.665
H 4.303 0.113 0.661
H 5.177 2.003 -0.350
C 0.909 -2.481 -3.069
O 0.327 -3.568 -2.312
H 0.482 -2.431 -4.073
H 0.731 -1.530 -2.578
H 1.981 -2.650 -3.175
H 0.046 -4.251 -2.924
C 0.676 -4.149 1.080
O 0.217 -3.035 0.301
H 1.561 -3.862 1.652
H -0.092 -4.460 1.794
H 0.905 -5.001 0.439
H 0.275 -3.270 -0.654
C 1.461 4.331 0.690
O 2.860 4.406 0.872
H 1.220 4.293 -0.383
H 1.056 3.437 1.172
H 1.026 5.244 1.085
H 3.282 3.615 0.497
C 3.236 -1.958 2.574
O 4.379 -2.832 2.505
H 2.347 -2.487 2.950
H 3.467 -1.149 3.250
H 2.965 -1.630 1.563
H 4.107 -3.723 2.280
C -2.452 0.387 -3.835
O -3.468 -0.314 -4.521
H -2.891 0.927 -2.991
H -1.666 -0.286 -3.476
H -1.991 1.104 -4.510
H -3.848 -0.980 -3.917
C -4.116 -2.612 -1.586
O -4.660 -2.199 -2.841
H -3.535 -1.778 -1.176
H -4.900 -2.843 -0.866
H -3.421 -3.442 -1.708
H -5.526 -2.589 -2.970
C -0.155 0.566 0.194
O 0.950 -0.267 0.548
H 0.228 1.524 -0.144
H -0.795 0.113 -0.564
H -0.746 0.757 1.100
H 0.662 -1.198 0.568
C -3.482 1.159 2.847
O -3.834 1.646 1.533
H -2.565 1.658 3.143
H -4.303 1.305 3.547
H -3.229 0.091 2.815
H -4.573 1.127 1.204
C -2.519 -2.686 2.735
O -1.285 -2.004 2.531
H -2.715 -2.767 3.806
H -3.371 -2.144 2.297
H -2.502 -3.698 2.316
H -0.875 -2.351 1.722
C 3.766 -1.889 -1.050
O 4.124 -2.009 -2.409
H 4.586 -1.486 -0.448
H 2.888 -1.243 -0.922
H 3.512 -2.882 -0.686
H 4.248 -1.124 -2.770
C -2.271 4.602 1.252
O -1.786 3.380 0.778
H -1.830 4.841 2.231
H -1.968 5.407 0.580
H -3.356 4.598 1.375
H -2.466 2.702 0.939
C -3.227 3.540 -2.193
O -1.862 3.226 -2.038
H -3.857 2.960 -1.496
H -3.430 4.588 -1.899
H -3.547 3.414 -3.219
H -1.611 3.346 -1.101

LUMO level: -0.00015 Ha
Kohn-Sham gap: 9.21 eV

Löwdin population analysis, charges in e, atoms 1 to 8:
1 C -0.131
2 O -0.156
3 H 0.064
4 H 0.054
5 H 0.077
6 H 0.014
7 C -0.126
8 O -0.117

***

Going by the energies, arrangement b is most stable and the next is 2145.1 kJ/mol up.